1.
H26O13 | ωB97M-V/def2-TZVPD

## Properties
energy = -993.73183 a.u.
energy above the lowest of the compared OMol25 structures with the same formula, charge and spin = 108.70 kJ/mol

Geometry as XYZ:
```
39
H26O13 ωB97M-V/def2-TZVPD
O -17.4967 13.8940 21.0584
H -18.4162 13.7278 21.3041
H -17.3818 14.8380 21.1934
O -23.6094 10.2410 21.3107
H -24.0579 10.4203 20.4809
H -22.9232 10.9201 21.3759
O -19.3152 8.7548 22.4219
H -18.3680 8.9066 22.3493
H -19.6157 8.5738 21.5267
O -22.0367 12.6164 21.5785
H -21.5104 12.8470 20.7955
H -22.0290 13.4071 22.1235
O -15.2199 10.9460 22.0902
H -15.8396 11.1594 22.8062
H -15.4344 10.0360 21.8735
O -19.3273 12.2217 26.2052
H -18.8193 12.8122 25.6361
H -20.1821 12.6405 26.3296
O -17.0550 10.5812 24.3424
H -17.9196 10.8414 23.9775
H -16.9306 11.1946 25.0722
O -17.3532 13.6342 24.5899
H -17.6548 13.8806 23.7051
H -16.5094 14.0810 24.7006
O -22.2733 10.5432 24.6427
H -22.2752 11.3083 24.0597
H -23.1612 10.5203 25.0099
O -20.0704 13.1926 19.6485
H -19.5379 12.4864 19.2601
H -19.8270 13.9935 19.1764
O -17.9614 11.2059 20.2594
H -17.3843 10.6033 19.7825
H -17.4644 12.0412 20.2743
O -19.6627 14.5407 22.7860
H -19.8111 13.6019 23.0070
H -19.8227 15.0230 23.6028
O -19.4065 11.7195 22.8771
H -18.9303 11.5716 22.0467
H -20.1049 11.0530 22.8787
```

***

2.
C5H33N2O12 | ωB97M-V/def2-TZVPD

## Properties
energy = -1222.71816 a.u.
energy above the lowest of the compared OMol25 structures with the same formula, charge and spin = 330.24 kJ/mol
charge = -1

Geometry as XYZ:
```
52
C5H33N2O12 ωB97M-V/def2-TZVPD
C 2.6574 -1.1246 -0.6140
O 2.4614 0.0315 0.2559
C 1.4342 -2.0495 -0.6726
C 1.5760 -3.0949 0.5094
C 0.7758 -2.7483 1.7730
C -0.5007 -2.4453 1.8513
N -1.3475 -1.9479 2.8756
N 1.4141 -2.7265 -1.9884
H 3.5870 -1.5291 -0.1510
H 2.8680 -0.6007 -1.5376
H 0.4239 -1.5938 -0.5066
H 2.6502 -3.0116 0.6760
H 1.2191 -4.0420 0.0899
H 1.5117 -2.5638 2.5683
H -1.1726 -2.4730 0.9960
H -0.8522 -1.6515 3.7079
H -1.8316 -1.1310 2.5138
H 2.3694 -2.9086 -2.2569
H 0.9706 -2.0899 -2.6378
H 1.9398 -0.1357 1.0519
H 1.4540 1.1010 2.3599
O 1.2478 0.1551 2.1774
H -0.8239 1.3203 1.0715
H -1.3053 2.8899 0.9027
O -1.1613 2.1175 1.4916
H -1.5495 1.6470 -2.8149
H -3.0130 1.2048 -2.9531
O -2.2819 1.5190 -3.4961
H -2.9091 1.4452 0.5810
H -3.6416 1.7693 1.8178
O -3.8113 1.6360 0.8819
H -1.2524 -0.3140 -3.9781
H -0.3309 0.0765 -2.7989
O -0.3977 -0.5087 -3.5856
H 2.8067 2.0902 0.2638
H 1.7216 2.2395 -0.6540
O 2.2397 2.8056 -0.0636
H 0.5147 2.1548 -2.1164
H -0.3783 0.5285 -0.5941
O -0.1913 1.5903 -1.7912
H -0.0073 -0.0075 0.9235
H 1.2241 3.4605 1.8738
O -0.5965 -0.0975 0.1657
H 0.2839 2.6256 2.6581
H 1.5846 -0.4063 2.8739
O 1.2462 2.8199 2.5981
H -2.7958 -1.7948 -1.8844
H -2.0758 -1.6698 -0.6063
O -2.8991 -2.0385 -0.9569
H -1.0112 2.6275 -0.9822
H -2.4282 3.4637 -1.1849
O -1.6155 3.3857 -0.6838
```

***

3.
C4H4HgO5 | ωB97M-V/def2-TZVPD

## Properties
energy = -684.32633 a.u.
<S²> = 0.77
energy above the lowest of the compared OMol25 structures with the same formula, charge and spin = 405.22 kJ/mol
spin multiplicity = 2
charge = -1

Geometry as XYZ:
```
14
C4H4HgO5 ωB97M-V/def2-TZVPD
O -1.5479 -0.9368 -1.0163
C -1.0367 -0.9738 0.2932
C -0.8831 -1.8800 -1.8050
O 0.3260 -1.5577 0.2669
C 0.5413 -1.8371 -1.2391
H -0.9396 -1.5761 -2.8572
H -1.3378 -2.8777 -1.6817
H 1.2247 -1.1744 -1.7913
H 1.0149 -2.8269 -1.3397
O -0.8654 0.3925 0.5200
O -0.5267 2.5665 -0.3205
O 1.2997 1.3592 0.0941
C 0.0468 1.5388 0.0566
Hg 1.7927 -0.2028 1.2430
```

***

4.
C4H13NO3 | ωB97M-V/def2-TZVPD

## Properties
energy = -440.58224 a.u.
energy above the lowest of the compared OMol25 structures with the same formula, charge and spin = 349.07 kJ/mol
SMILES string = CNCCC=O.O.O

Geometry as XYZ:
```
21
C4H13NO3 ωB97M-V/def2-TZVPD
C 0.5327 1.9250 0.0739
N 0.8761 0.5700 -0.3582
C 1.7234 -0.2168 0.4168
C 1.0162 -0.5122 1.7238
C -0.3581 -1.2923 1.4779
O -1.3556 -0.6480 1.2897
H -0.1824 2.2058 -0.7604
H 1.2554 2.6633 0.0192
H -0.1893 1.9233 0.9669
H -0.0179 0.1074 -0.5083
H 2.6938 0.4663 0.5530
H 2.1719 -1.0907 -0.1184
H 1.6778 -0.9870 2.4443
H 0.4418 0.4381 2.1306
H -0.4483 -2.4316 1.5922
H -1.5734 -1.5431 -1.7940
H -0.3292 -2.2100 -1.2364
O -0.9273 -2.0753 -2.1491
H -2.2965 1.1225 -2.6120
H -2.6237 1.0338 -1.2699
O -2.0876 0.5516 -1.8816
```

***

5.
C11H17CrN2 | ωB97M-V/def2-TZVPD

## Properties
energy = -1583.16627 a.u.
<S²> = 6.07
spin multiplicity = 5
charge = -1

Geometry as XYZ:
```
31
C11H17CrN2 ωB97M-V/def2-TZVPD
C 2.5374 1.5635 0.2386
Cr -1.7439 0.3622 -0.5964
N -1.7589 -1.8242 -0.1826
N -0.3526 0.0713 -2.4777
H -2.7438 -1.9975 0.0746
H 3.1411 0.6132 0.4220
H 2.7229 2.1800 1.1275
H 1.4215 1.4311 0.0235
H 3.0240 2.0511 -0.5969
H -0.9830 0.1390 -3.2977
H 0.1130 -0.8373 -2.6015
H 0.4048 0.7165 -2.7420
H -1.6066 -2.4439 -0.9866
H -1.1912 -2.2453 0.5729
C 0.4349 0.3967 5.5211
C 1.0596 -0.1638 4.3971
C 0.4707 -0.1239 3.1420
C -0.7656 0.5776 2.9350
C -1.4715 0.7676 1.6914
C -2.6280 1.5180 1.6242
C -3.2228 2.1148 2.7754
C -2.6135 1.9281 4.0024
C -1.3992 1.1991 4.1090
C -0.7789 1.0487 5.3702
H 0.9058 0.3044 6.4948
H 2.0155 -0.6575 4.5090
H 0.9137 -0.6303 2.2715
H -3.0912 1.6461 0.6057
H -4.1399 2.6906 2.6883
H -3.0591 2.3293 4.9076
H -1.2641 1.4437 6.2604
```

***

6.
C5H33N2O9 | ωB97M-V/def2-TZVPD

## Properties
energy = -996.63988 a.u.
energy above the lowest of the compared OMol25 structures with the same formula, charge and spin = 478.36 kJ/mol
charge = +1

Geometry as XYZ:
```
49
C5H33N2O9 ωB97M-V/def2-TZVPD
C 0.0263 -2.2494 -1.8173
N 0.0821 -1.1062 -2.7673
C -0.5443 -1.5333 -4.0414
C -1.1879 -2.0289 -0.8865
N -0.9214 -0.7501 -0.0395
C 0.1961 -0.7324 1.0415
C 1.5327 -0.1821 0.5820
H 0.9824 -1.9836 -1.2231
H 0.0491 -3.2575 -2.2988
H 0.9979 -0.7807 -3.1155
H -1.5600 -1.5973 -3.7575
H -0.0066 -2.1657 -4.8083
H -0.8905 -0.5966 -4.5807
H -1.5456 -2.7933 -0.2825
H -1.9970 -1.8437 -1.6449
H -1.7556 -0.4044 0.5139
H -0.6547 -0.0402 -0.7119
H 0.2285 -1.7576 1.3876
H -0.3237 -0.3410 1.9400
H 2.2013 -0.2257 1.4720
H 1.8733 -0.6533 -0.3149
H 1.5989 0.7946 0.1539
H 3.7007 -0.2569 -2.4905
H 4.1538 -1.5612 -3.0808
O 3.5021 -1.2058 -2.4234
H -0.2143 4.6660 0.1531
H 0.4733 3.5565 0.9569
O -0.0665 3.7186 0.1501
H -3.5258 1.2540 3.0034
H -3.2782 -0.3371 2.3969
O -3.4623 0.2996 3.0714
H -3.9470 2.8376 1.6899
H -2.6266 3.0006 1.0686
O -3.2748 2.2959 1.2374
H 2.4420 2.9265 -2.0262
H 3.4513 3.7850 -1.2347
O 3.3017 3.3508 -2.0875
H -3.8627 0.5427 0.4963
H -3.9068 -0.4574 -0.7268
O -3.5880 -0.3193 0.1525
H 3.1105 2.9439 1.1516
H 2.8894 4.5692 0.9508
O 2.9228 3.6762 0.5729
H 2.4747 -2.0783 3.9732
H 1.2268 -2.5088 3.1848
O 1.9289 -1.8115 3.2353
H -0.7735 -1.5615 3.5696
H -0.7678 -2.5753 4.6086
O -0.6649 -2.5220 3.6460
```

***

7.
C4H10N2OS | ωB97M-V/def2-TZVPD

## Properties
energy = -741.28768 a.u.
energy above the lowest of the compared OMol25 structures with the same formula, charge and spin = 237.13 kJ/mol
SMILES string = CN/N=C\OCSC

Geometry as XYZ:
```
18
C4H10N2OS ωB97M-V/def2-TZVPD
C 3.1092 0.6191 -0.7001
C 0.2755 -0.7188 0.7874
C -1.7581 -1.3853 -0.1907
C -2.3797 1.2488 0.4831
H 2.6944 1.6247 -0.7485
H 3.8028 0.5750 0.1350
H 3.6670 0.3904 -1.6169
H 1.4762 -0.4917 -1.3028
H -0.2710 -0.6682 1.7528
H -2.0919 -1.5584 0.8434
H -2.0652 -2.2200 -0.8003
H -2.7653 0.8573 1.4561
H -2.9300 2.1655 0.2259
H -1.3454 1.5045 0.5931
N 2.1089 -0.4071 -0.5012
N 1.4513 -0.2590 0.6909
O -0.3596 -1.3313 -0.2584
S -2.6192 0.0546 -0.8490
```

***

8.
C2H3NP2 | ωB97M-V/def2-TZVPD

## Properties
energy = -815.33106 a.u.
energy above the lowest of the compared OMol25 structures with the same formula, charge and spin = 248.38 kJ/mol

Geometry as XYZ:
```
8
C2H3NP2 ωB97M-V/def2-TZVPD
C 0.6934 -0.9864 -0.6525
C 1.3517 0.2379 -0.5197
N 0.0717 -1.8944 -0.3454
P -1.7395 -0.2399 0.6083
P -0.8189 1.5375 0.7191
H 1.9612 0.2338 0.3842
H 1.5827 0.8748 -1.3036
H -3.1022 0.2367 1.1097
```

***

9.
C5H12O | ωB97M-V/def2-TZVPD

## Properties
energy = -272.92840 a.u.
energy above the lowest of the compared OMol25 structures with the same formula, charge and spin = 53.20 kJ/mol
SMILES string = CCOC(C)C

Geometry as XYZ:
```
18
C5H12O ωB97M-V/def2-TZVPD
C -2.1298 1.0033 1.2556
C -1.4868 0.0358 0.2809
O -0.2500 0.5814 -0.1280
C 0.6648 -0.3897 -0.6085
C 1.5344 0.2658 -1.6693
C 1.4966 -0.9662 0.5519
H -2.1701 2.0021 0.8147
H -1.5326 1.0580 2.1695
H -3.1468 0.6962 1.5198
H -1.3442 -0.9433 0.7612
H -2.1254 -0.1345 -0.6007
H 0.0908 -1.1930 -1.0939
H 2.1628 -0.4924 -2.1495
H 2.1890 1.0233 -1.2257
H 0.9063 0.7439 -2.4273
H 1.1563 -1.9556 0.8714
H 1.4338 -0.2842 1.4026
H 2.5509 -1.0509 0.2754
```

***

10.
C15H40F6N5O5P | ωB97M-V/def2-TZVPD

## Properties
energy = -2183.99146 a.u.
<S²> = 0.76
spin multiplicity = 2
charge = +5

Geometry as XYZ:
```
72
C15H40F6N5O5P ωB97M-V/def2-TZVPD
C -21.8520 -1.0058 -3.1794
C -23.2919 -1.4592 -3.5361
O -23.5007 -2.2406 -4.4060
N -24.2811 -1.1387 -2.4066
H -24.2976 -1.8900 -1.7317
H -23.9977 -0.3752 -1.8093
C -25.6830 -0.6929 -2.9493
H -21.3090 -1.1025 -4.1196
H -21.4128 -1.5469 -2.3413
H -21.9488 0.0373 -2.8782
H -25.5630 0.2470 -3.4881
H -26.2623 -0.6170 -2.0291
H -26.0214 -1.5289 -3.5613
C -24.8199 2.0785 -13.8257
C -23.9606 2.4036 -12.6461
O -22.8382 2.9159 -12.7298
N -24.5304 2.2940 -11.2766
H -25.1879 3.0264 -11.0499
H -25.1514 1.5074 -11.1513
C -23.5640 2.1831 -10.0453
H -25.5788 1.3977 -13.4401
H -24.2051 1.5188 -14.5306
H -25.2541 2.9176 -14.3693
H -24.0520 2.5873 -9.1584
H -22.6314 2.6660 -10.3370
H -23.4265 1.1030 -9.9936
C -26.1569 3.6549 -1.5871
C -27.3717 3.0852 -2.3067
O -27.3481 1.9592 -2.7404
N -28.6311 3.9872 -2.3987
H -28.4220 4.8069 -1.8469
H -28.7584 4.2592 -3.3630
C -29.8960 3.1762 -1.9120
H -26.4946 4.0177 -0.6163
H -25.7020 4.5051 -2.0954
H -25.4971 2.8058 -1.4092
H -29.9277 2.4806 -2.7507
H -30.6713 3.9407 -1.9619
H -29.7654 2.7702 -0.9089
C -26.6498 -1.0781 -7.6997
C -25.4533 -1.9159 -8.2116
O -24.8190 -2.7838 -7.6380
N -24.9574 -1.5031 -9.6238
H -25.3524 -0.6250 -9.9287
H -23.9547 -1.4094 -9.7010
C -25.4844 -2.4246 -10.6846
H -27.4923 -0.9825 -8.3846
H -26.3004 -0.0783 -7.4422
H -26.9576 -1.6490 -6.8237
H -25.4666 -3.3668 -10.1368
H -24.9132 -2.4115 -11.6128
H -26.5602 -2.2617 -10.7500
C -20.3011 1.3365 -6.3504
C -20.9056 0.7838 -7.6503
O -22.1051 0.4483 -7.8082
N -19.9316 0.3887 -8.7529
H -19.1397 -0.0058 -8.2658
H -20.3175 -0.3349 -9.3426
C -19.5109 1.6238 -9.5566
H -20.7960 0.7547 -5.5728
H -20.4315 2.4093 -6.4928
H -19.2746 0.9733 -6.4000
H -19.0462 1.1237 -10.4063
H -18.7368 2.2086 -9.0597
H -20.2734 2.2811 -9.9745
P -24.3912 2.8660 -5.9368
F -23.9535 4.1787 -5.1382
F -23.2056 2.0683 -5.0602
F -25.5812 2.6182 -4.9059
F -24.7709 1.4303 -6.6127
F -25.4247 3.7076 -6.8931
F -23.2318 3.0439 -7.0414
```

***

11.
C5H13NO | ωB97M-V/def2-TZVPD

## Properties
energy = -328.26956 a.u.
energy above the lowest of the compared OMol25 structures with the same formula, charge and spin = 129.40 kJ/mol
SMILES string = C=C(N)CCC.O

Geometry as XYZ:
```
20
C5H13NO ωB97M-V/def2-TZVPD
C -2.1638 0.7478 -1.2320
C -0.9652 1.2919 -0.4691
C 0.3767 0.9242 -1.1064
C 1.2175 -0.0295 -0.3265
C 1.5432 -1.2408 -0.7912
N 1.8146 0.4528 0.8628
H -1.9643 -0.2589 -1.5834
H -2.3451 1.4411 -2.0713
H -3.1204 0.9097 -0.7333
H -1.0350 2.3739 -0.3472
H -1.0101 0.8676 0.5440
H 0.2300 0.5526 -2.1220
H 0.9578 1.8459 -1.2486
H 1.0969 -1.5682 -1.7183
H 2.2184 -1.8525 -0.2222
H 1.5299 1.3967 1.0860
H 1.7259 -0.1318 1.6631
H -0.0428 -1.8732 2.8605
H -0.0401 -3.0084 3.9459
O -0.0242 -2.8409 3.0092
```

***

12.
C5H9NO3 | ωB97M-V/def2-TZVPD

## Properties
energy = -476.03995 a.u.
energy above the lowest of the compared OMol25 structures with the same formula, charge and spin = 1061.27 kJ/mol

Geometry as XYZ:
```
18
C5H9NO3 ωB97M-V/def2-TZVPD
C 1.8954 0.4246 0.0759
C 0.5029 -0.3227 0.0266
C -1.1828 -1.2914 -0.9287
C -1.9314 -0.1056 0.0901
C -0.7069 0.6888 0.1525
H 3.3683 -1.1771 -0.5032
H 1.7876 1.4620 0.5817
H 2.1805 0.8204 -1.0412
H 0.7512 -1.2627 0.9945
H -2.0250 -2.1143 -1.3205
H -2.7289 0.6235 -0.4727
H -1.5296 -0.2608 2.0321
H -0.3857 1.3045 1.3222
H 0.0137 2.0153 -0.9844
N 0.1493 -1.4911 -0.8345
O 2.9868 -0.4093 0.6538
O -2.4749 -0.3225 1.2246
O -0.6705 1.4183 -1.0690
```

***

13.
C4H4Br2ClN | ωB97M-V/def2-TZVPD

## Properties
energy = -5817.64448 a.u.
energy above the lowest of the compared OMol25 structures with the same formula, charge and spin = 359.68 kJ/mol

Geometry as XYZ:
```
12
C4H4Br2ClN ωB97M-V/def2-TZVPD
C 0.3518 0.3329 1.4643
C -0.6106 -0.9793 -0.3428
C 0.5088 1.2203 -0.9108
C 0.2142 -0.1458 -1.3466
N -0.3300 -0.5469 1.0126
Cl -0.8540 2.3022 -1.0252
Br -0.7973 -0.3422 -3.0460
Br 1.9297 -0.9771 -1.5331
H 0.6872 0.5652 2.4264
H -1.6851 -0.7731 -0.4455
H -0.1960 -2.1088 -0.4285
H 1.3468 1.8796 -1.0597
```

***

14.
C24H33AgN6O3S | ωB97M-V/def2-TZVPD

## Properties
energy = -2033.72016 a.u.
energy above the lowest of the compared OMol25 structures with the same formula, charge and spin = 0.00 kJ/mol

Geometry as XYZ:
```
68
C24H33AgN6O3S ωB97M-V/def2-TZVPD
Ag 0.5384 -0.8365 1.1524
C 0.8182 -5.2014 2.7884
C 0.5058 -3.7850 2.3638
N 1.1343 -3.1701 1.3833
N 2.0369 -3.8539 0.7166
C 2.5359 -3.1327 -0.3576
O 2.1155 -2.0102 -0.7206
C 3.5814 -3.8240 -1.1080
C 4.3136 -3.1732 -2.1088
C 5.2505 -3.8579 -2.8582
C 5.5072 -5.1976 -2.5608
C 4.8875 -5.8503 -1.5138
C 3.9389 -5.1391 -0.7578
C -0.5255 -3.0480 3.0991
C -0.9962 -3.4372 4.4172
C -1.8626 -2.5919 5.0785
C -2.2088 -1.3303 4.4886
C -1.7642 -1.0459 3.2016
N -0.9351 -1.8761 2.4881
H 1.5939 -5.6470 2.1754
H -0.0875 -5.7975 2.5719
H 1.0210 -5.2955 3.8910
H 4.2096 -2.0899 -2.2351
H 5.7546 -3.3595 -3.7139
H 6.2316 -5.7883 -3.1556
H 5.0645 -6.9153 -1.3504
H 3.3623 -5.6260 0.0455
H -0.5546 -4.3140 4.8787
H -2.2354 -2.8490 6.0642
H -2.8812 -0.6877 5.0356
H -1.9799 -0.0865 2.7415
C -1.9459 2.6272 -3.6182
C -1.4749 1.4555 -2.7599
N -0.3339 1.8182 -1.9213
C 0.5834 0.9375 -1.4515
S 1.3892 1.2098 0.0606
N 0.9573 -0.0302 -2.3409
C 1.1977 0.1471 -3.7608
C 1.0104 -1.2769 -4.3847
H -2.7430 2.2062 -4.2184
H -1.1626 2.9705 -4.3544
H -2.3673 3.5090 -3.0590
H -1.1271 0.6086 -3.3679
H -2.2691 1.0777 -2.0628
H -0.4855 2.6601 -1.3770
H 1.5771 -0.6575 -1.8410
H 2.1940 0.5756 -4.0030
H 0.5465 0.9220 -4.2259
H 1.6137 -2.0104 -3.8160
H 1.2489 -1.2364 -5.4384
H -0.0560 -1.5813 -4.2919
O -2.5515 2.7910 2.8631
C -2.6568 3.4526 1.8651
O -3.1902 3.0417 0.7105
C -2.0870 4.9531 1.8078
N -2.2863 5.5012 0.4463
C -2.9617 6.7743 0.4606
C -3.3388 7.1070 1.9474
C -2.8114 5.9229 2.7611
H -1.0167 4.8991 2.1757
H -3.2923 3.7906 0.0312
H -1.3946 5.5295 -0.0474
H -3.8651 6.7634 -0.1705
H -2.2875 7.5416 0.0367
H -4.4185 7.2260 2.0959
H -2.8348 8.0568 2.3296
H -3.6517 5.3524 3.2494
H -2.0782 6.1821 3.5292
```

***

15.
C9H11NO4S | ωB97M-V/def2-TZVPD

## Properties
energy = -1103.25615 a.u.
<S²> = 2.02
spin multiplicity = 3

Geometry as XYZ:
```
26
C9H11NO4S ωB97M-V/def2-TZVPD
C 3.3050 0.9936 -1.6960
C 3.1994 -0.3576 -1.4705
C 2.2050 1.7869 -1.4352
C 2.0220 -0.9198 -0.9950
C 1.0006 1.2715 -1.0303
C 0.8767 -0.1256 -0.8148
C -0.5011 -0.7032 -0.6917
C -2.8878 -0.2421 0.1824
C -1.4447 -0.0441 0.5007
N -1.1950 1.2459 0.8400
O 0.3390 -1.0916 2.3202
O -0.8760 -1.7159 -1.2343
O -1.4021 -2.6660 1.7039
O -1.9866 -0.5335 3.0422
S -0.9974 -1.2695 1.8479
H 4.2301 1.3874 -2.0965
H 4.1203 -0.9932 -1.6915
H 2.3004 2.8621 -1.6159
H 1.8700 -2.0179 -0.6088
H 0.0748 1.8602 -0.9619
H -2.9874 0.3284 -0.7177
H -3.6237 0.3731 0.8113
H -3.1619 -1.2057 0.1024
H -2.6797 -1.1159 3.0604
H -1.5651 1.3045 1.7005
H -0.2349 1.5879 0.9484
```